Below is 2 unconnected molecules or ions with the total composition C4H12NO2, with properties calculated with ωB97M-V/def2-TZVPD.

```
19
Properties=species:S:1:pos:R:3:nbo_charge:R:1
O 2.692 1.667 1.151 -0.6968
O -1.177 -1.131 -0.607 -0.6411
N -0.197 1.354 -1.062 -0.6874
C 1.249 1.283 -0.631 -0.2300
C -2.571 -2.801 0.380 -0.7318
C -1.309 -2.256 -0.169 0.5112
C 1.329 1.509 0.868 -0.0761
H -0.644 2.150 -0.602 0.4280
H -0.280 1.473 -2.068 0.4403
H -0.695 0.479 -0.803 0.4799
H -2.377 -3.128 1.405 0.2591
H 0.765 2.420 1.114 0.1618
H 1.603 0.296 -0.912 0.2338
H -2.837 -3.699 -0.180 0.2637
H -0.449 -2.944 -0.176 0.1351
H -3.371 -2.072 0.361 0.2427
H 2.813 1.807 2.095 0.4926
H 0.899 0.659 1.402 0.1793
H 1.803 2.042 -1.177 0.2357
```

Output
Net charge: +1
2S+1: 1
ΔE to the lowest compared entry with this formula, charge and spin, kcal per mole: 28.9
HOMO, eV: -14.31
HOMO-LUMO gap, eV: 11.262
LUMO energy, eV: -3.052